No. 1
The following is a DFT calculation (ωB97M-V/def2-TZVPD) of C25H31Cl2N4NaO2 as an isolated structure.

* frontier orbital gap: 5.04 eV

Structure (ORCA input):
```
! RIJCOSX wB97M-V def2-TZVPD def2/J DEFGRID3
* xyz -2 1
Na -0.75728 0.31788 -1.28199
C -1.21281 2.66054 2.44487
C 0.03301 2.48729 1.56509
C -0.07390 3.08935 0.15366
N 0.63798 2.21387 -0.74752
C 1.88595 2.35122 -1.03542
C 2.64390 3.55264 -0.77172
C 3.98473 3.84620 -0.82972
C 5.08930 3.02839 -1.08049
C 4.99931 1.67036 -1.37536
C 3.90823 0.86707 -1.62717
C 2.49147 1.14093 -1.72237
N 1.63821 0.33491 -2.26499
C 2.10885 -0.86173 -2.92223
C 2.08698 -2.07721 -1.98658
C 0.66274 -2.54616 -1.64310
N 0.01204 -1.80098 -0.58527
C 0.10012 -2.20351 0.64120
C 0.97705 -3.27955 1.04576
C 1.07824 -4.03288 2.19335
C 0.34385 -3.99711 3.37687
C -0.64750 -3.05654 3.64900
C -1.10700 -1.97878 2.92407
C -0.78539 -1.44729 1.62003
N -1.29945 -0.35649 1.15344
C -2.27838 0.38346 1.92757
C -1.71753 1.32980 3.00980
H -2.02165 3.08790 1.84110
H -1.03362 3.37074 3.25990
H 0.18420 1.42077 1.40333
H 0.93433 2.85351 2.06499
H 0.23531 4.14374 0.14755
H -1.12546 3.06681 -0.15099
H 2.02256 4.39448 -0.49066
H 4.22037 4.88499 -0.60097
H 6.07700 3.46660 -0.98979
H 5.95196 1.14415 -1.42783
H 4.16722 -0.16892 -1.80374
H 3.10831 -0.74454 -3.36360
H 1.42375 -1.07099 -3.75277
H 2.62434 -1.83421 -1.06563
H 2.62262 -2.90397 -2.47044
H 0.66535 -3.62555 -1.43160
H 0.05226 -2.40874 -2.54399
H 1.69995 -3.55188 0.28766
H 1.85875 -4.79154 2.15447
H 0.57266 -4.73061 4.14168
H -1.13145 -3.16693 4.61874
H -1.86032 -1.40912 3.45170
H -3.00673 -0.29437 2.39478
H -2.84602 0.98668 1.21032
H -0.91545 0.82082 3.55392
H -2.51707 1.52871 3.73418
C -4.80005 2.17968 -2.83783
O -3.91292 1.31205 -3.52364
C -2.85024 0.74328 -2.73455
O -2.87522 1.11201 -1.56017
H -5.53910 2.52082 -3.56681
H -4.27872 3.04265 -2.41256
H -5.30929 1.67131 -2.01296
Cl -3.61418 -2.06092 -0.30998
C -3.29869 -3.77452 -0.28761
Cl -4.77953 -4.77168 -0.05593
H -2.63412 -4.00644 0.53725
H -2.87386 -4.07242 -1.23829
*
```



No. 2
The following is a DFT calculation (ωB97M-V/def2-TZVPD) of an isolated ion of composition C25H31ClN5O5S2 and charge +1 in a non-equilibrium geometry.

* frontier orbital gap: 8.36 eV

Structure (ORCA input):
```
! RIJCOSX wB97M-V def2-TZVPD def2/J DEFGRID3
* xyz 1 1
C -4.11559 1.55881 0.08106
C -2.89143 0.91759 0.70634
H -2.13192 0.69005 -0.05075
H -3.15080 -0.01342 1.22341
O -2.34962 1.83397 1.65692
C -1.22595 1.45726 2.29013
O -0.60537 0.44689 2.00976
N -0.86197 2.32821 3.24997
C -1.62529 3.53066 3.52849
H -2.41756 3.31404 4.25499
C -0.68336 4.62576 4.07383
N 0.69393 4.33506 3.78755
S 1.32961 4.78851 2.32220
O 2.75049 4.76182 2.46562
O 0.65790 5.98379 1.92538
C 0.93363 3.49993 1.11590
C -0.14153 3.66299 0.26246
C -0.39376 2.70348 -0.69926
C 0.41121 1.56343 -0.78047
C 1.51794 1.43538 0.05853
C 1.78067 2.41362 0.99823
H 2.65562 2.35883 1.62515
H 2.19655 0.60517 -0.04752
C 0.10668 0.60434 -1.85642
O -0.25778 0.96455 -2.95978
N 0.24808 -0.76577 -1.62426
C 0.08414 -1.57338 -2.70972
N 0.29234 -2.87813 -2.65376
C 0.07672 -3.52053 -3.85057
C 0.22226 -4.87981 -4.10883
C -0.04416 -5.33595 -5.38067
C -0.45036 -4.45280 -6.38844
C -0.59550 -3.09624 -6.14150
C -0.32911 -2.63918 -4.86179
S -0.41522 -0.99238 -4.25033
H -0.90730 -2.42051 -6.92028
Cl -0.77412 -5.06635 -7.95862
H 0.05819 -6.38336 -5.61309
H 0.53444 -5.55583 -3.32953
C 0.30139 -1.38175 -0.29834
C 1.61070 -2.12824 -0.00849
N 1.56072 -3.52141 -0.47159
C 2.88815 -4.04185 -0.78291
H 3.34489 -3.44099 -1.56785
H 2.79537 -5.06519 -1.14110
H 3.54522 -4.04064 0.09181
C 0.88215 -4.38829 0.48562
H -0.09927 -3.98720 0.72761
H 1.45293 -4.48934 1.41396
H 0.75530 -5.37641 0.04743
H 0.75810 -3.32793 -1.77110
H 2.43322 -1.62790 -0.52407
H 1.80842 -2.08515 1.06869
H -0.53978 -2.07807 -0.22738
H 0.14077 -0.60377 0.45076
H -1.21180 2.81835 -1.39408
H -0.74473 4.55311 0.34506
C 1.18564 3.11545 4.37208
H 2.13374 2.89467 3.88475
C 0.15968 1.97110 4.21299
H -0.32682 1.77225 5.17510
H 0.63217 1.05237 3.86429
H 1.38413 3.28848 5.43510
H -0.90520 5.58962 3.61749
H -0.78557 4.71815 5.15881
H -2.09336 3.85201 2.59833
H -4.55480 0.88050 -0.64418
H -4.85141 1.78266 0.84762
H -3.84262 2.48486 -0.41671
*
```



No. 3
The following is a DFT calculation (ωB97M-V/def2-TZVPD) of C25H31CoNPS5 as an isolated structure.

* frontier orbital gap (spin up / spin down): 6.38 / 6.49 eV

Structure (ORCA input):
```
! RIJCOSX wB97M-V def2-TZVPD def2/J DEFGRID3
* xyz -1 2
Co 1.33931 0.78412 -0.26109
C -2.50344 3.43532 -1.65837
C -1.16781 3.09473 -1.00673
C -1.23193 3.26839 0.51343
P -0.51766 1.42866 -1.37718
C -0.60274 1.21079 -3.20012
C 0.00902 -0.14306 -3.56430
C 0.07452 2.34975 -3.96453
C -1.70087 0.22857 -0.75452
C -3.01366 0.05780 -1.20334
C -3.84486 -0.92904 -0.70248
C -5.25852 -1.11298 -1.19519
C -3.29773 -1.76238 0.28108
C -1.99935 -1.63315 0.73086
C -1.14678 -0.62811 0.20963
N 0.16720 -0.46745 0.58076
C 0.63120 -1.36395 1.59257
C 0.42271 -1.03869 2.93456
C -0.26592 0.25056 3.29338
C 0.86341 -1.91004 3.92802
C 1.50986 -3.09808 3.61624
C 2.03429 -4.00479 4.70239
C 1.70156 -3.40211 2.27356
C 1.27559 -2.55387 1.25398
C 1.51017 -2.92143 -0.18540
H -2.71839 4.49735 -1.50838
H -3.31557 2.86833 -1.19914
H -2.51514 3.24374 -2.73321
H -0.39451 3.76926 -1.38916
H -1.98066 2.59610 0.94170
H -1.50793 4.29508 0.76726
H -0.27357 3.04630 0.98612
H -1.66785 1.19381 -3.45120
H 1.05561 -0.18786 -3.25638
H -0.03053 -0.28717 -4.64761
H -0.52468 -0.96760 -3.08772
H 1.13255 2.42764 -3.70913
H -0.39375 3.31792 -3.77056
H 0.00795 2.15968 -5.03962
H -3.39691 0.70766 -1.98582
H -5.51079 -0.35908 -1.94324
H -5.98732 -1.02677 -0.38480
H -5.40656 -2.09311 -1.65617
H -3.91503 -2.55053 0.70494
H -1.61544 -2.31270 1.48091
H 0.15094 1.08159 2.72170
H -0.15713 0.46628 4.35745
H -1.33434 0.20946 3.05871
H 0.70597 -1.64401 4.97053
H 1.37009 -4.01826 5.56896
H 3.01636 -3.67424 5.04939
H 2.14300 -5.02956 4.34391
H 2.21353 -4.32318 2.00766
H 2.14061 -3.80955 -0.25589
H 2.00608 -2.11414 -0.72365
H 0.56718 -3.12077 -0.70309
S 8.43800 2.04511 -0.45591
C 6.78248 1.83670 -0.35196
S 5.65120 2.48945 -1.48956
C 4.21357 1.81196 -0.80927
C 4.37317 1.04663 0.29083
S 3.04997 0.29359 1.11922
S 6.00137 0.86249 0.84434
S 2.63891 2.11285 -1.49937
*
```



Q: Which energy relative to the best compared isomer or geometry (same formula, charge and spin) values were calculated for the entries above? A: 0.0, 0.0, 0.0, in kcal/mol.
Q: Which E_tot values were calculated for the entries above? A: -65943.07377, -78304.48386, -129015.55947, in eV.